{
  "formula": "C33H42BF7N8O4P",
  "method": "wB97M-V/def2-TZVPD",
  "elements": ["P", "F", "F", "F", "F", "F", "F", "F", "O", "O", "O", "O", "N", "N", "N", "N", "N", "N", "N", "N", "C", "C", "C", "C", "C", "C", "C", "C", "C", "C", "C", "C", "C", "C", "C", "C", "C", "C", "C", "C", "C", "C", "C", "C", "C", "C", "C", "C", "C", "C", "C", "C", "C", "B", "H", "H", "H", "H", "H", "H", "H", "H", "H", "H", "H", "H", "H", "H", "H", "H", "H", "H", "H", "H", "H", "H", "H", "H", "H", "H", "H", "H", "H", "H", "H", "H", "H", "H", "H", "H", "H", "H", "H", "H", "H", "H"],
  "xyz": [[0.211, -2.843, 0.568], [2.252, 2.162, -0.870], [-0.294, 1.691, -1.178], [3.337, -0.018, 0.070], [0.960, -0.049, -1.510], [2.228, 0.060, 1.950], [3.537, 1.689, 1.395], [1.058, 2.509, 0.927], [1.724, -2.259, 0.293], [-1.749, 0.551, 0.382], [-2.117, -1.759, 0.643], [0.063, -4.151, -0.393], [2.027, -0.376, -4.592], [-4.495, 2.996, 0.298], [-0.053, 2.027, -9.309], [-2.481, -0.510, 5.793], [2.586, -1.992, 5.097], [-0.051, -3.177, 2.063], [6.101, -6.900, 3.151], [-2.406, 4.861, -1.546], [1.563, 1.548, 0.143], [-6.680, 2.899, -0.031], [6.983, -5.882, 2.908], [5.042, -6.427, 3.879], [-1.774, 6.757, -2.493], [3.017, -0.493, -5.528], [2.264, -2.973, 7.057], [-1.492, 0.804, -10.460], [-3.552, -0.052, 6.507], [1.157, -1.506, -6.283], [3.662, -2.846, 6.836], [-2.117, 1.642, 6.153], [-3.527, 5.641, -1.625], [-5.067, 3.763, 1.274], [6.482, -4.748, 3.490], [5.249, -5.093, 4.107], [-1.041, 0.050, -9.341], [-5.469, 2.461, -0.496], [2.508, -1.189, -6.593], [-3.166, 6.828, -2.209], [3.827, -2.240, 5.619], [0.413, 0.746, -0.525], [-0.155, 0.833, -8.650], [-0.934, -1.534, -0.065], [-6.424, 3.727, 1.097], [-1.606, 0.512, 5.571], [2.664, 0.771, 0.916], [0.892, -0.991, -5.041], [-0.495, -0.098, 0.420], [1.632, -2.440, 5.967], [-1.336, 5.529, -2.073], [-0.865, 2.020, -10.411], [-3.355, 1.282, 6.751], [-2.681, -0.438, 1.011], [3.994, -0.074, -5.358], [0.715, -4.138, -1.102], [-1.166, 7.518, -2.953], [-2.370, 3.937, -1.161], [-4.461, 4.267, 2.008], [1.760, -1.901, -0.605], [-5.217, 1.816, -1.320], [1.779, -3.409, 7.914], [7.885, -6.051, 2.344], [4.590, -4.439, 4.653], [-2.359, -1.452, 5.471], [4.718, -1.965, 5.080], [-0.003, -1.008, -4.442], [4.455, -3.165, 7.492], [6.213, -7.847, 2.842], [0.586, -2.340, 5.731], [-7.153, 4.233, 1.709], [-0.700, 0.348, 5.014], [-1.335, -0.952, -9.074], [-0.360, 5.075, -2.103], [0.461, -2.048, -6.902], [-0.245, -0.088, 1.488], [-7.642, 2.649, -0.447], [-3.511, 2.830, 0.190], [0.807, -2.961, 2.568], [6.947, -3.776, 3.474], [2.399, -1.550, 4.215], [-4.027, 1.929, 7.291], [-3.827, 7.655, -2.410], [-0.927, 2.876, -11.060], [4.234, -7.076, 4.168], [-2.691, -0.210, 2.231], [-3.817, -0.225, 0.598], [-4.361, -0.709, 6.776], [-2.196, 0.489, -11.211], [-1.659, 2.617, 6.145], [0.529, 2.792, -9.025], [3.042, -1.443, -7.493], [0.408, 0.642, -7.752], [2.116, 0.092, -3.707], [-4.477, 5.287, -1.262], [-1.193, -1.597, -1.129]],
  "mulliken_charge": [0.76, -0.33, -0.31, -0.24, -0.24, -0.22, -0.30, -0.28, -0.48, -1.01, -0.70, -0.53, 0.10, 0.46, 0.00, 0.11, 0.20, -0.73, 0.02, 0.18, 0.58, -0.50, -0.49, -0.93, -0.52, -0.52, -0.59, -0.61, -0.53, -0.77, -0.45, -0.52, -0.21, -0.75, -0.56, 0.30, -0.23, -0.51, -0.46, -0.62, -0.68, 0.61, -0.31, 0.39, -0.33, -0.43, 0.56, -0.31, -0.31, -0.45, -0.44, -0.46, -0.45, 1.28, 0.41, 0.34, 0.39, 0.21, 0.41, 0.28, 0.37, 0.41, 0.37, 0.35, 0.22, 0.50, 0.45, 0.41, 0.17, 0.44, 0.42, 0.41, 0.40, 0.39, 0.52, 0.12, 0.43, 0.01, 0.08, 0.37, 0.24, 0.39, 0.40, 0.37, 0.37, -0.33, -0.30, 0.40, 0.38, 0.40, 0.19, 0.39, 0.25, 0.18, 0.24, 0.29],
  "e_tot_ha": -3087.0573,
  "total_charge": -1,
  "max_force_ev_per_a": 2.44,
  "homo_lumo_gap_ev": 7.0,
  "homo_energy_ha": -0.18115
}